# C3H9NO2

2 unconnected molecules or ions with the total composition C3H9NO2 at a distorted geometry (ωB97M-V with the def2-TZVPD basis set, the Open Molecules 2025 dataset).

Results
Structure (SMILES): CCC(N)=O.O
DFT total energy: -324.95197 Ha
Relative energy (zero: lowest compared OMol25 entry of this formula, charge and spin): 0.562 eV

Each atom is followed by the atoms it is bonded to, with distances in Å.
Positions of all 15 atoms, in Å:
1 C -0.2499 -0.7663 -3.0054  C2 1.525, H6 1.079, H7 1.091, H8 1.089
2 C 0.7121 -0.5491 -1.8428  C1 1.525, C3 1.511, H9 1.093, H10 1.084
3 C 0.3303 -1.0849 -0.4822  C2 1.511, N4 1.363, O5 1.218
4 N -0.9845 -1.0335 -0.1285  C3 1.363, H11 1.014, H12 1.007
5 O 1.1814 -1.4646 0.3013  C3 1.218
6 H -0.0443 -1.6918 -3.5198  C1 1.079
7 H -1.2929 -0.7694 -2.6840  C1 1.091
8 H -0.1552 0.0249 -3.7473  C1 1.089
9 H 0.9682 0.5047 -1.7083  C2 1.093
10 H 1.6747 -0.9698 -2.1113  C2 1.084
11 H -1.7070 -0.7905 -0.7971  N4 1.014
12 H -1.2755 -1.0200 0.8352  N4 1.007
13 H 0.8163 2.7847 5.8867  O15 0.961
14 H -0.3529 3.2573 6.7732  O15 0.963
15 O 0.3793 3.5684 6.2306  H13 0.961, H14 0.963

---

# C3H9NO2

2 unconnected molecules or ions with the total composition C3H9NO2 at a distorted geometry (ωB97M-V with the def2-TZVPD basis set, the Open Molecules 2025 dataset).

Results
Structure (SMILES): CC(=O)O.CN
DFT total energy: -324.92716 Ha
Relative energy (zero: lowest compared OMol25 entry of this formula, charge and spin): 1.237 eV

Each atom is followed by the atoms it is bonded to, with distances in Å.
Positions of all 15 atoms, in Å:
1 C 0.0008 0.8862 2.7309  N2 1.479, H6 1.096, H7 1.093, H8 1.099
2 N 0.0735 1.1123 1.2713  C1 1.479, H4 1.005, H5 1.000
3 H -1.1205 0.6843 -0.6713  O12 0.970
4 H -0.2013 2.0547 1.0545  N2 1.005
5 H 0.8536 0.7217 0.7816  N2 1.000
6 H 0.6717 1.5402 3.2998  C1 1.096
7 H 0.2929 -0.1362 2.9834  C1 1.093
8 H -1.0313 1.1372 3.0146  C1 1.099
9 C 0.1904 -1.4362 -2.6607  C10 1.511, H13 1.094, H14 1.095, H15 1.087
10 C -0.0954 -0.9159 -1.2717  C9 1.511, O11 1.192, O12 1.400
11 O 0.1628 -1.1998 -0.1429  C10 1.192
12 O -0.7237 0.3187 -1.4779  H3 0.970, C10 1.400
13 H -0.2427 -0.8279 -3.4598  C9 1.094
14 H -0.1075 -2.4866 -2.7455  C9 1.095
15 H 1.2765 -1.4528 -2.7064  C9 1.087

---

# C3H9NO2

2 unconnected molecules or ions with the total composition C3H9NO2 (ωB97M-V with the def2-TZVPD basis set, the Open Molecules 2025 dataset).

Results
<S²>: 0.773
DFT total energy: -324.58683 Ha
Net charge: +1
Relative energy (zero: lowest compared OMol25 entry of this formula, charge and spin): 1.054 eV
Multiplicity: 2

Each atom is followed by the atoms it is bonded to, with distances in Å.
Positions of all 15 atoms, in Å:
1 C 0.4209 -1.0563 0.7221  N2 1.406, O5 1.201, H6 1.087
2 N 0.2008 -1.1552 -0.6627  C1 1.406, C3 1.441, H7 1.030
3 C -0.9508 -0.6502 -1.3659  N2 1.441, C4 1.539, H8 1.082, H9 1.091
4 C -2.2557 -0.9248 -0.5972  C3 1.539, H10 1.094, H11 1.082, H12 1.090
5 O 1.3658 -1.6245 1.1971  C1 1.201
6 H -0.3055 -0.4567 1.2646  C1 1.087
7 H 0.8095 -1.8260 -1.1539  N2 1.030
8 H -0.9854 -1.1595 -2.3198  C3 1.082
9 H -0.7926 0.4162 -1.5359  C3 1.091
10 H -3.0661 -1.0573 -1.3206  C4 1.094
11 H -2.5589 -0.0991 0.0331  C4 1.082
12 H -2.2297 -1.8201 0.0245  C4 1.090
13 H 2.9297 3.4496 2.3564  O15 0.964
14 H 4.1156 4.1934 1.8312  O15 0.966
15 O 3.3025 3.7707 1.5269  H13 0.964, H14 0.966

---

# C3H9NO2

2 unconnected molecules or ions with the total composition C3H9NO2 at a distorted geometry (ωB97M-V with the def2-TZVPD basis set, the Open Molecules 2025 dataset).

Results
<S²>: 0.755
DFT total energy: -324.59470 Ha
Net charge: +1
Relative energy (zero: lowest compared OMol25 entry of this formula, charge and spin): 0.840 eV
Multiplicity: 2

Each atom is followed by the atoms it is bonded to, with distances in Å.
Positions of all 15 atoms, in Å:
1 C 1.2226 -1.1020 0.6616  C2 1.503, H6 1.093, H7 1.080, H8 1.099
2 C -0.0138 -0.4272 0.1360  C1 1.503, N3 1.324, O5 1.245
3 N -0.7299 0.3704 0.9126  C2 1.324, C4 1.477, H9 1.012
4 C -0.2746 0.8705 2.2252  N3 1.477, H10 1.093, H11 1.093, H12 1.101
5 O -0.3044 -0.6098 -1.0603  C2 1.245
6 H 1.6626 -1.7620 -0.0901  C1 1.093
7 H 1.9935 -0.3802 0.8896  C1 1.080
8 H 0.9069 -1.7613 1.4820  C1 1.099
9 H -1.3994 1.0013 0.4908  N3 1.012
10 H 0.3748 1.7382 2.0843  C4 1.093
11 H 0.3223 0.1365 2.7718  C4 1.093
12 H -1.1472 0.8691 2.8965  C4 1.101
13 H -1.4657 0.7934 -4.7508  O15 0.976
14 H -0.6082 -0.2818 -4.0813  O15 0.962
15 O -0.5394 0.5449 -4.5680  H13 0.976, H14 0.962